Formula: C5H13N
Source: the OMol25 dataset
Level of theory: the ωB97M-V functional and the def2-TZVPD basis

```
19
Properties=species:S:1:pos:R:3:forces:R:3
C 0.0840 1.4199 -0.1235 0.740 0.160 0.675
N -0.0245 -0.0502 -0.2593 -3.708 1.851 -0.632
C -0.9462 -0.6864 0.7116 1.617 -0.578 1.274
C -0.4056 -2.0670 1.1562 0.280 -0.047 -0.259
C -0.3002 -0.4691 -1.6097 1.620 -0.968 -0.962
C 1.5044 1.9114 0.1427 0.915 -0.634 0.218
H -0.4745 1.7300 0.7564 -0.216 -0.330 0.024
H -0.3959 1.8897 -0.9827 0.286 -0.166 -0.238
H -1.9411 -0.7370 0.2707 0.080 0.011 -0.258
H -0.9759 -0.0539 1.5924 -0.134 0.190 -0.104
H -1.1032 -2.8547 0.9075 -0.012 -0.209 0.012
H 0.5605 -2.2770 0.6924 -0.166 -0.069 -0.270
H -0.1715 -2.1004 2.2179 -0.380 0.174 0.071
H -1.2648 -0.1778 -2.0350 -0.407 0.186 0.840
H -0.2249 -1.5563 -1.6439 -0.040 0.020 -0.211
H 0.3957 -0.0090 -2.3143 0.324 -0.175 0.218
H 2.0027 1.2834 0.8881 -0.448 0.060 0.334
H 2.2264 1.8310 -0.6715 -0.515 0.439 -0.424
H 1.4408 2.9112 0.5653 0.166 0.086 -0.308
```
Forces are in eV/Å.

HOMO level (alpha / beta) = -16.38 / -16.57 eV
<S²> = 0.7541
Charge = +1
Spin multiplicity = 2
Gap between HOMO and LUMO (alpha / beta) = 13.70 / 8.91 eV
Energy relative to the best compared isomer or geometry (same formula, charge and spin) = 14.0 kcal/mol